(1)
One molecule with the formula C4H9NO. Source: the Open Molecules 2025 dataset; level of theory: ωB97M-V/def2-TZVPD.

The value obtained for the highest occupied orbital energy is -9.3 eV. As for the energy above the lowest of the compared OMol25 structures with the same formula, charge and spin: 59.4 kcal/mol. The value obtained for the lowest unoccupied orbital energy is 1.149 eV. Its SMILES is CN1C[C@H]1CO. The gap between HOMO and LUMO comes out at 10.41 eV.

Each atom is followed by the atoms it is bonded to, with distances in Å.
Cartesian coordinates (Å):
1 C -2.011 0.566 -0.102  N2 1.465, H7 1.098, H8 1.103, H9 1.091
2 N -0.564 0.488 -0.320  C1 1.465, C3 1.451, C4 1.470
3 C -0.235 -0.917 -0.475  N2 1.451, C4 1.471, H10 1.087, H11 1.082
4 C 0.348 -0.152 0.639  N2 1.470, C3 1.471, C5 1.526, H12 1.093
5 C 1.848 0.091 0.501  C4 1.526, O6 1.409, H13 1.098, H14 1.100
6 O 2.243 0.299 -0.836  C5 1.409, H15 0.968
7 H -2.457 0.106 -0.994  C1 1.098
8 H -2.371 -0.020 0.760  C1 1.103
9 H -2.382 1.590 -0.039  C1 1.091
10 H -1.030 -1.615 -0.224  C3 1.087
11 H 0.359 -1.131 -1.353  C3 1.082
12 H 0.009 -0.352 1.659  C4 1.093
13 H 2.324 -0.849 0.811  C5 1.098
14 H 2.234 0.886 1.156  C5 1.100
15 H 1.683 1.009 -1.183  O6 0.968

(2)
A 2-piece molecular cluster, C4H9NO overall in a non-equilibrium geometry. Source: the Open Molecules 2025 dataset; level of theory: ωB97M-V/def2-TZVPD.

The value obtained for the highest occupied orbital energy is -8.0 eV. As for the energy above the lowest of the compared OMol25 structures with the same formula, charge and spin: 68.1 kcal/mol. The value obtained for the lowest unoccupied orbital energy is 0.741 eV. The gap between HOMO and LUMO comes out at 8.70 eV.

Each atom is followed by the atoms it is bonded to, with distances in Å.
Cartesian coordinates (Å):
1 C -0.706 -1.338 0.807  C2 1.529, H7 1.094, H8 1.096, H9 1.096
2 C -0.376 -0.306 -0.272  C1 1.529, C3 1.536, C4 1.512, H10 1.108
3 C -1.133 1.015 -0.067  C2 1.536, H12 1.116, H13 1.087
4 C 0.977 0.333 -0.055  C2 1.512, O5 1.260, N6 1.323
5 O 1.214 0.996 0.991  C4 1.260
6 N 1.885 0.341 -1.017  C4 1.323, H14 1.003, H15 1.008
7 H -0.652 -0.866 1.793  C1 1.094
8 H -0.024 -2.195 0.792  C1 1.096
9 H -1.727 -1.709 0.663  C1 1.096
10 H -0.419 -0.797 -1.264  C2 1.108
11 H -0.032 1.403 0.987  no bonds
12 H -1.366 1.465 -1.062  C3 1.116
13 H -2.067 0.883 0.473  C3 1.087
14 H 1.789 -0.229 -1.837  N6 1.003
15 H 2.639 1.005 -0.933  N6 1.008

(3)
One molecule with the formula C4H9NO in a non-equilibrium geometry. Source: the Open Molecules 2025 dataset; level of theory: ωB97M-V/def2-TZVPD.

The value obtained for the highest occupied orbital energy is -9.8 eV. As for the energy above the lowest of the compared OMol25 structures with the same formula, charge and spin: 11.0 kcal/mol. The value obtained for the lowest unoccupied orbital energy is 0.910 eV. Its SMILES is CC(C)C(N)=O. The gap between HOMO and LUMO comes out at 10.74 eV.

Each atom is followed by the atoms it is bonded to, with distances in Å.
Cartesian coordinates (Å):
1 N -0.022 -1.360 1.402  C2 1.357, H7 1.002, H8 1.010
2 C 0.305 -0.728 0.248  N1 1.357, C3 1.535, O6 1.215
3 C -0.557 0.513 -0.024  C2 1.535, C4 1.547, C5 1.563, H9 1.091
4 C 0.323 1.781 0.096  C3 1.547, H10 1.089, H11 1.088, H12 1.113
5 C -1.236 0.503 -1.432  C3 1.563, H13 1.085, H14 1.104, H15 1.089
6 O 1.343 -0.972 -0.335  C2 1.215
7 H -0.709 -0.972 2.020  N1 1.002
8 H 0.753 -1.896 1.766  N1 1.010
9 H -1.392 0.688 0.656  C3 1.091
10 H 0.746 1.891 1.093  C4 1.089
11 H 1.012 1.681 -0.740  C4 1.088
12 H -0.324 2.667 -0.089  C4 1.113
13 H -1.141 1.500 -1.850  C5 1.085
14 H -2.321 0.312 -1.365  C5 1.104
15 H -0.826 -0.259 -2.093  C5 1.089

(4)
One molecule with the formula C4H9NO. Source: the Open Molecules 2025 dataset; level of theory: ωB97M-V/def2-TZVPD.

The value obtained for the highest occupied orbital energy is -9.2 eV. As for the energy above the lowest of the compared OMol25 structures with the same formula, charge and spin: 40.9 kcal/mol. The value obtained for the lowest unoccupied orbital energy is 1.070 eV. Its SMILES is CCO/C=N/C. The gap between HOMO and LUMO comes out at 10.29 eV.

Each atom is followed by the atoms it is bonded to, with distances in Å.
Cartesian coordinates (Å):
1 C 2.477 0.948 0.149  C2 1.511, H7 1.094, H8 1.094, H9 1.096
2 C 1.012 0.582 0.094  C1 1.511, O3 1.435, H10 1.097, H11 1.096
3 O 0.886 -0.833 0.294  C2 1.435, C4 1.355
4 C -0.383 -1.288 0.155  O3 1.355, N5 1.248, H12 1.100
5 N -1.289 -0.462 -0.081  C4 1.248, C6 1.421
6 C -2.688 -0.473 -0.324  N5 1.421, H13 1.097, H14 1.095, H15 1.098
7 H 2.922 0.654 1.104  C1 1.094
8 H 3.030 0.464 -0.662  C1 1.094
9 H 2.574 2.034 0.037  C1 1.096
10 H 0.430 1.111 0.859  C2 1.097
11 H 0.565 0.851 -0.870  C2 1.096
12 H -0.397 -2.380 0.276  C4 1.100
13 H -2.831 -0.213 -1.381  C6 1.097
14 H -3.092 0.357 0.265  C6 1.095
15 H -3.271 -1.374 -0.095  C6 1.098

(5)
One molecule with the formula C4H9NO. Source: the Open Molecules 2025 dataset; level of theory: ωB97M-V/def2-TZVPD.

The value obtained for the highest occupied orbital energy is -9.4 eV. As for the energy above the lowest of the compared OMol25 structures with the same formula, charge and spin: 50.7 kcal/mol. The value obtained for the lowest unoccupied orbital energy is 1.058 eV. Its SMILES is CC/C(C)=N\O. The gap between HOMO and LUMO comes out at 10.48 eV.

Each atom is followed by the atoms it is bonded to, with distances in Å.
Cartesian coordinates (Å):
1 C 1.739 0.119 0.235  C2 1.535, H7 1.093, H8 1.096, H9 1.094
2 C 0.603 -0.152 -0.761  C1 1.535, C3 1.507, H10 1.095, H11 1.096
3 C -0.731 -0.031 -0.069  C2 1.507, N4 1.277, C6 1.502
4 N -1.242 1.087 0.280  C3 1.277, O5 1.399
5 O -0.447 2.154 -0.150  N4 1.399, H12 0.963
6 C -1.488 -1.275 0.298  C3 1.502, H13 1.092, H14 1.097, H15 1.096
7 H 1.657 1.140 0.619  C1 1.093
8 H 1.692 -0.570 1.086  C1 1.096
9 H 2.717 0.006 -0.242  C1 1.094
10 H 0.656 0.573 -1.580  C2 1.095
11 H 0.703 -1.154 -1.192  C2 1.096
12 H -0.821 2.903 0.325  O5 0.963
13 H -2.213 -1.072 1.089  C6 1.092
14 H -2.026 -1.670 -0.573  C6 1.097
15 H -0.797 -2.057 0.633  C6 1.096

(6)
A 2-piece molecular cluster, C4H9NO overall in a non-equilibrium geometry. Source: the Open Molecules 2025 dataset; level of theory: ωB97M-V/def2-TZVPD.

The value obtained for the highest occupied orbital energy is -8.1 eV. As for the energy above the lowest of the compared OMol25 structures with the same formula, charge and spin: 59.1 kcal/mol. The value obtained for the lowest unoccupied orbital energy is 0.872 eV. Its SMILES is C=CN.C=CO. The gap between HOMO and LUMO comes out at 8.97 eV.

Each atom is followed by the atoms it is bonded to, with distances in Å.
Cartesian coordinates (Å):
1 C -1.760 0.948 1.196  C2 1.341, H4 1.087, H5 1.079
2 C -2.267 -0.033 0.436  C1 1.341, N3 1.401, H6 1.106
3 N -1.646 -0.647 -0.659  C2 1.401, H7 1.011, H8 1.007
4 H -0.690 1.133 1.234  C1 1.087
5 H -2.408 1.397 1.934  C1 1.079
6 H -3.299 -0.407 0.574  C2 1.106
7 H -0.650 -0.721 -0.504  N3 1.011
8 H -2.117 -1.502 -0.907  N3 1.007
9 C 2.657 -0.667 0.171  C10 1.328, H12 1.078, H13 1.091
10 C 2.042 0.315 -0.476  C9 1.328, O11 1.388, H14 1.097
11 O 1.090 0.079 -1.458  C10 1.388, H15 0.950
12 H 3.379 -0.412 0.930  C9 1.078
13 H 2.573 -1.708 -0.147  C9 1.091
14 H 2.110 1.395 -0.295  C10 1.097
15 H 0.986 0.831 -2.029  O11 0.950

(7)
One molecule with the formula C4H9NO in a non-equilibrium geometry. Source: the Open Molecules 2025 dataset; level of theory: ωB97M-V/def2-TZVPD.

The value obtained for the highest occupied orbital energy is -9.2 eV. As for the energy above the lowest of the compared OMol25 structures with the same formula, charge and spin: 110.8 kcal/mol. The value obtained for the lowest unoccupied orbital energy is 0.992 eV. Its SMILES is COC[C@H]1CN1. The gap between HOMO and LUMO comes out at 10.15 eV.

Each atom is followed by the atoms it is bonded to, with distances in Å.
Cartesian coordinates (Å):
1 C 2.165 0.551 0.004  O2 1.407, H7 1.101, H8 1.101, H9 1.094
2 O 0.761 0.495 0.062  C1 1.407, C3 1.420
3 C 0.271 -0.821 0.270  O2 1.420, C4 1.516, H10 1.106, H11 1.099
4 C -1.244 -0.849 0.240  C3 1.516, C5 1.472, N6 1.661, H12 1.155
5 C -1.939 0.406 0.574  C4 1.472, N6 1.448, H13 1.086, H14 1.086
6 N -1.882 0.220 -0.861  C4 1.661, C5 1.448, H15 1.013
7 H 2.556 0.007 -0.871  C1 1.101
8 H 2.622 0.124 0.910  C1 1.101
9 H 2.452 1.603 -0.073  C1 1.094
10 H 0.644 -1.200 1.240  C3 1.106
11 H 0.664 -1.492 -0.507  C3 1.099
12 H -1.839 -1.203 -0.685  C4 1.155
13 H -1.311 1.232 0.895  C5 1.086
14 H -2.931 0.385 1.016  C5 1.086
15 H -1.051 0.642 -1.258  N6 1.013

(8)
A 2-piece molecular cluster, C4H9NO overall in a non-equilibrium geometry. Source: the Open Molecules 2025 dataset; level of theory: ωB97M-V/def2-TZVPD.

The value obtained for the highest occupied orbital energy is -8.3 eV. As for the energy above the lowest of the compared OMol25 structures with the same formula, charge and spin: 80.3 kcal/mol. The value obtained for the lowest unoccupied orbital energy is 0.853 eV. Its SMILES is C=N/C=C/C.O. The gap between HOMO and LUMO comes out at 9.13 eV.

Each atom is followed by the atoms it is bonded to, with distances in Å.
Cartesian coordinates (Å):
1 C 1.343 1.377 -1.061  C2 1.498, H6 1.077, H7 1.095, H8 1.129
2 C 0.574 0.339 -0.304  C1 1.498, C3 1.332, H9 1.045
3 C -0.577 -0.100 -0.810  C2 1.332, N4 1.351, H10 1.107
4 N -1.301 -1.096 -0.255  C3 1.351, C5 1.295
5 C -1.270 -2.352 -0.568  N4 1.295, H11 1.136, H12 1.212
6 H 1.091 1.480 -2.103  C1 1.077
7 H 2.434 1.365 -0.957  C1 1.095
8 H 1.138 2.423 -0.687  C1 1.129
9 H 0.894 -0.142 0.568  C2 1.045
10 H -1.070 0.501 -1.599  C3 1.107
11 H -0.570 -3.069 -1.104  C5 1.136
12 H -2.199 -2.729 0.114  C5 1.212
13 H 0.035 1.271 2.535  O15 0.943
14 H -0.705 0.224 3.163  O15 0.937
15 O 0.183 0.508 3.069  H13 0.943, H14 0.937